[1]
Computed, not measured: C2H3N3O2 in the gas phase at a distorted geometry, with ωB97M-V/def2-TZVPD.

Geometry as XYZ:
```
10
Properties=species:S:1:pos:R:3:forces:R:3:nbo_charge:R:1
N 0.058 -3.061 -1.035 0.216 0.614 0.808 -0.604
C 0.340 -1.980 -0.709 1.210 7.408 3.984 0.775
N 0.767 -0.756 -0.016 -0.883 -7.635 -3.396 -0.636
C -0.023 0.337 0.099 -0.329 0.592 -0.707 0.836
O -1.093 0.632 -0.416 1.122 -0.393 0.758 -0.643
O 0.747 1.187 0.889 -1.638 0.309 -1.414 -0.370
N 0.082 2.463 0.975 2.479 -0.107 1.316 -0.503
H 0.049 -3.727 -1.745 -0.022 -0.979 -1.073 0.446
H -0.457 2.299 1.786 -1.200 0.439 0.721 0.340
H -0.470 2.606 0.171 -0.954 -0.247 -0.997 0.359
```
Forces are in eV/Å.

Its SMILES is N=C=NC(=O)ON. Its total charge is 0. The HOMO-LUMO gap comes out at 10.13 eV.


[2]
Computed, not measured: 2 unconnected molecules or ions with the total composition C2H3N3O2 at a distorted geometry, with ωB97M-V/def2-TZVPD.

Geometry as XYZ:
```
10
Properties=species:S:1:pos:R:3:forces:R:3:nbo_charge:R:1
C -1.454 1.818 -0.236 -1.069 3.664 -0.131 0.051
C 2.350 0.334 0.079 0.449 0.368 1.346 0.866
N -1.325 0.672 -0.293 1.639 -0.810 -0.836 -0.072
N 3.014 -0.334 0.821 0.429 -1.457 0.672 -0.794
N -0.599 -0.321 -0.266 -0.021 -3.670 1.604 -0.093
O 1.891 1.212 -0.518 -0.572 0.252 -1.024 -0.514
O -0.279 -0.766 -1.535 0.490 2.253 -1.658 -0.583
H -2.069 2.689 -0.233 -0.476 -0.260 0.190 0.226
H 2.946 -1.151 1.437 -0.311 0.944 -1.013 0.437
H -0.417 -1.683 -1.695 -0.558 -1.284 0.850 0.476
```
Forces are in eV/Å.

Its total charge is 0. The HOMO-LUMO gap (alpha / beta) comes out at 8.85 / 8.85 eV.


[3]
Computed, not measured: C2H3N3O2 in the gas phase at a distorted geometry, with ωB97M-V/def2-TZVPD.

Geometry as XYZ:
```
10
Properties=species:S:1:pos:R:3:forces:R:3:nbo_charge:R:1
O -1.576 1.930 -0.223 -1.861 0.038 -0.382 -0.540
N -0.642 1.311 -0.999 3.560 -3.711 1.890 -0.335
C -0.030 0.212 -0.148 1.276 -2.021 -2.820 0.223
C 0.006 -0.382 1.219 -3.319 4.287 -0.028 -0.088
N 0.705 -1.422 1.194 1.493 -1.831 1.524 -0.083
O 1.233 -1.602 -0.018 -1.428 1.230 -0.689 -0.129
N 0.710 -0.636 -0.864 -0.187 1.157 0.436 -0.155
H -1.085 2.703 -0.005 0.002 1.319 0.475 0.473
H -0.842 0.885 -1.925 -0.963 0.743 1.120 0.389
H -0.595 0.045 2.110 1.426 -1.212 -1.527 0.244
```
Forces are in eV/Å.

Its SMILES is ONc1cnon1. Its total charge is 0. The HOMO-LUMO gap comes out at 10.38 eV.


[4]
Computed, not measured: a molecular structure, C2H3N3O2, with ωB97M-V/def2-TZVPD.

Geometry as XYZ:
```
10
Properties=species:S:1:pos:R:3:forces:R:3:nbo_charge:R:1
N 1.546 0.559 -0.513 -0.055 -0.054 -0.081 -0.831
C 0.213 0.716 -0.326 -0.186 0.420 -0.183 0.650
N -0.651 1.639 -0.377 0.446 -0.169 0.110 -0.177
O -0.979 0.193 -0.927 -0.093 -0.219 -0.090 -0.407
C -1.338 -0.866 0.481 -0.377 -0.356 0.207 0.896
O -2.395 -1.382 0.441 0.745 0.406 -0.049 -0.511
N -0.186 -0.638 0.991 -0.286 -0.111 0.022 -0.848
H 1.883 -0.390 -0.439 -0.081 0.124 0.001 0.411
H 1.931 1.101 -1.275 -0.066 -0.030 0.108 0.408
H -0.026 -0.932 1.946 -0.048 -0.009 -0.046 0.409
```
Forces are in eV/Å.

Its total charge is 0. The HOMO-LUMO gap comes out at 10.39 eV.


[5]
Computed, not measured: C2H3N3O2 in the gas phase at a distorted geometry, with ωB97M-V/def2-TZVPD.

Geometry as XYZ:
```
10
Properties=species:S:1:pos:R:3:forces:R:3:nbo_charge:R:1
N 2.070 0.117 -0.059 1.977 -0.832 2.507 -0.838
C 0.677 -0.148 -0.009 1.334 0.815 0.062 0.402
O 0.246 -1.380 -0.111 0.418 -1.204 0.884 -0.298
N -1.152 -1.382 0.040 0.041 0.878 -0.642 0.058
N -1.487 -0.152 0.093 -1.211 -0.617 0.264 -0.253
C -0.432 0.649 0.062 1.830 -1.165 -0.362 0.265
O -0.400 1.966 -0.048 -3.696 2.240 -0.687 -0.652
H 2.501 0.853 0.723 -2.014 -2.637 -2.695 0.414
H 2.617 -0.848 0.052 -1.569 2.893 -0.271 0.402
H -1.372 2.219 -0.339 2.890 -0.372 0.940 0.499
```
Forces are in eV/Å.

Its SMILES is Nc1onnc1O. Its total charge is 0. The HOMO-LUMO gap comes out at 9.03 eV.


[6]
Computed, not measured: C2H3N3O2 in the gas phase at a distorted geometry, with ωB97M-V/def2-TZVPD.

Geometry as XYZ:
```
10
Properties=species:S:1:pos:R:3:forces:R:3:nbo_charge:R:1
N -1.716 -0.483 0.020 0.144 -0.514 0.056 -0.799
C -0.388 -0.205 -0.014 0.644 -0.275 -0.084 0.567
N 0.601 -1.056 -0.003 -0.727 0.699 0.083 -0.574
C 1.754 -0.275 -0.004 1.156 -0.779 -0.191 0.823
O 2.907 -0.618 -0.038 -1.145 0.475 0.141 -0.564
O 1.411 1.080 -0.031 0.482 -0.192 -0.039 -0.343
N 0.027 1.126 -0.108 -0.593 -0.181 -0.134 -0.323
H -2.331 0.151 -0.467 0.036 -0.084 0.122 0.407
H -1.983 -1.473 0.024 0.331 0.796 -0.099 0.421
H -0.282 1.753 0.620 -0.328 0.053 0.146 0.386
```
Forces are in eV/Å.

Its SMILES is Nc1nc(=O)o[nH]1. Its total charge is 0. The HOMO-LUMO gap comes out at 10.45 eV.